The following is a DFT calculation (the ωB97M-V functional and the def2-TZVPD basis) of the ion C5H9N2OS with charge +1.

For the largest force on an atom, the calculation gives 5.08 eV Å⁻¹. Its structure (SMILES) is CC(C)/N=C/C(=O)[NH+]=S. Its total charge is +1. The calculation puts the orbital gap (spin up / spin down) at 7.8 / 5.8 eV. The molar mass is 145.21 g mol⁻¹. The value obtained for the total energy is -21182.56309 eV.

```
18
C5H9N2OS (the ωB97M-V functional and the def2-TZVPD basis)
C 0.92 1.17 -1.51
C 1.10 0.46 -0.17
C 2.18 -0.62 -0.34
N -0.16 0.07 0.33
C -1.30 -0.32 -0.04
C -2.39 -0.81 0.86
O -3.22 -1.52 0.40
N -2.49 -0.44 2.19
S -1.52 0.49 3.11
H 0.84 0.57 -2.45
H 0.15 1.80 -1.59
H 1.89 1.64 -1.78
H 1.60 1.05 0.53
H 2.40 -1.23 0.65
H 3.05 -0.19 -0.66
H 1.80 -1.23 -1.19
H -1.47 -0.37 -1.09
H -3.36 -0.56 2.74
```

The following is a DFT calculation (the ωB97M-V functional and the def2-TZVPD basis) of the ion C7H14N3O2 with charge +1.

For the largest force on an atom, the calculation gives 5.02 eV Å⁻¹. Its structure (SMILES) is NC[C@H](C=[NH2+])C/C=C\C=[N+](/[O-])O. Its total charge is +1. The calculation puts the orbital gap at 8.8 eV. The molar mass is 172.21 g mol⁻¹. The value obtained for the total energy is -16039.67434 eV.

```
26
C7H14N3O2 (the ωB97M-V functional and the def2-TZVPD basis)
N -2.84 -0.97 0.54
C -1.50 -0.40 0.96
C -0.80 0.50 -0.14
C -0.43 -0.32 -1.33
N -1.08 -1.42 -1.44
C 0.37 1.16 0.55
C 1.40 1.87 -0.36
C 2.72 1.58 -0.36
C 3.31 0.33 -0.02
N 2.73 -0.85 -0.05
O 1.57 -1.12 -0.55
O 3.38 -1.91 0.58
H -3.14 -1.42 1.37
H -3.54 -0.44 0.09
H -1.78 0.06 1.93
H -0.71 -1.10 1.27
H -1.48 1.19 -0.46
H 0.08 0.19 -2.07
H -1.80 -1.62 -0.70
H -0.98 -1.95 -2.31
H 0.96 0.29 1.14
H -0.09 1.80 1.20
H 1.15 2.77 -0.70
H 3.35 2.32 -0.77
H 4.35 0.45 0.36
H 2.67 -2.53 0.89
```

The following is a DFT calculation (the ωB97M-V functional and the def2-TZVPD basis) of a structure of composition C34H51BrN2P2Pd.

For the largest force on an atom, the calculation gives 2.84 eV Å⁻¹. The calculation puts the orbital gap (spin up / spin down) at 4.2 / 4.2 eV. The molar mass is 736.07 g mol⁻¹. The value obtained for the total energy is -131157.97973 eV.

```
91
C34H51BrN2P2Pd (the ωB97M-V functional and the def2-TZVPD basis)
C -2.88 -4.97 1.31
C -3.16 -4.53 -0.02
C -4.38 -3.85 -0.23
C -5.28 -3.67 0.83
N -4.97 -4.05 2.08
C -3.84 -4.73 2.32
C -2.22 -4.57 -1.12
C -1.31 -4.32 -1.92
C -0.16 -3.57 -2.35
C 0.41 -2.86 -1.30
C 1.52 -2.02 -1.58
C 1.74 -1.58 -2.89
C 1.31 -2.36 -3.95
C 0.39 -3.42 -3.65
Pd 1.33 -0.01 -0.64
P -0.36 0.24 1.12
H -4.56 -3.30 -1.15
H -1.89 -5.29 1.66
H -6.23 -3.15 0.69
H -3.71 -5.03 3.38
H 0.12 -4.13 -4.44
H 0.07 -2.97 -0.28
H 1.62 -2.18 -4.99
H 2.29 -1.84 -0.81
C -0.40 1.86 2.01
C -1.63 2.27 2.83
H -0.21 2.64 1.25
H 0.48 1.84 2.68
H -1.45 3.27 3.25
H -2.55 2.34 2.23
H -1.84 1.61 3.68
C -2.11 -0.03 0.57
C -3.20 -0.48 1.55
H -2.04 -0.77 -0.24
H -2.41 0.93 0.12
H -4.15 -0.54 1.00
H -3.02 -1.48 1.96
H -3.35 0.21 2.38
C -0.24 -0.95 2.52
C -0.93 -0.74 3.87
H 0.83 -1.06 2.73
H -0.59 -1.90 2.09
H -0.75 -1.65 4.47
H -0.51 0.11 4.43
H -2.01 -0.61 3.80
Br 2.71 0.24 -2.84
P -0.20 1.79 -2.22
C -1.62 2.74 -1.53
C -1.94 4.06 -2.24
H -1.37 2.93 -0.47
H -2.50 2.08 -1.55
H -2.75 4.55 -1.69
H -1.08 4.74 -2.25
H -2.28 3.90 -3.27
C 0.88 2.97 -3.11
C 0.56 3.22 -4.58
H 1.89 2.53 -3.03
H 0.89 3.90 -2.52
H 1.38 3.82 -4.99
H 0.52 2.28 -5.16
H -0.37 3.78 -4.73
C -0.91 0.55 -3.39
C -2.09 1.02 -4.25
H -1.21 -0.31 -2.76
H -0.07 0.19 -4.01
H -2.41 0.16 -4.85
H -2.94 1.36 -3.64
H -1.79 1.82 -4.95
C 3.65 2.12 3.22
N 3.11 2.27 1.84
C 3.01 3.71 1.46
C 3.90 1.46 0.79
C 3.84 0.04 1.19
C 4.88 -0.60 1.89
C 4.75 -1.94 2.25
C 3.54 -2.61 2.03
C 2.48 -1.93 1.42
C 2.66 -0.65 0.92
H 4.71 2.40 3.22
H 3.54 1.09 3.58
H 3.10 2.79 3.86
H 2.16 1.83 1.84
H 4.04 4.08 1.34
H 2.46 3.76 0.51
H 2.47 4.21 2.27
H 3.41 1.66 -0.17
H 4.91 1.89 0.78
H 5.79 -0.03 2.13
H 5.58 -2.47 2.73
H 3.41 -3.65 2.33
H 1.52 -2.44 1.30
```

The following is a DFT calculation (the ωB97M-V functional and the def2-TZVPD basis) of a structure of composition C17H31AlCaCl2MgN3O8.

For the largest force on an atom, the calculation gives 3.85 eV Å⁻¹. Its total charge is +3. The calculation puts the orbital gap at 1.4 eV. The molar mass is 567.72 g mol⁻¹. The value obtained for the total energy is -94467.47251 eV.

```
64
C17H31AlCaCl2MgN3O8 (the ωB97M-V functional and the def2-TZVPD basis)
C -0.16 -0.01 -1.68
C -0.40 -0.17 -3.19
N -0.61 1.12 -3.94
C -1.62 1.92 -3.30
C -1.31 3.18 -2.83
C -2.33 3.89 -2.20
C -3.57 3.35 -2.09
N -3.86 2.13 -2.57
C -5.27 1.68 -2.41
C -5.53 0.18 -2.74
C -2.89 1.43 -3.15
H 0.72 0.64 -1.55
H 0.08 -1.01 -1.31
H -1.02 0.33 -1.10
H 0.50 -0.63 -3.60
H -1.23 -0.85 -3.43
H -1.03 0.84 -4.83
H -0.32 3.60 -2.96
H -2.10 4.88 -1.82
H -4.35 3.91 -1.59
H -5.59 1.86 -1.38
H -5.89 2.27 -3.08
H -5.97 0.06 -3.76
H -4.67 -0.48 -2.59
H -6.31 -0.16 -2.04
H -3.09 0.44 -3.55
C 2.25 -3.02 -4.08
O 1.38 -2.84 -4.93
O 2.08 -2.87 -2.78
O 3.46 -3.36 -4.31
Mg -6.48 -1.42 -4.19
C 2.13 2.91 2.78
C 1.24 2.29 1.71
C 0.27 3.31 1.14
O 0.51 1.19 2.26
H 1.52 3.28 3.61
H 2.82 2.17 3.19
H 2.71 3.74 2.37
H 1.86 1.88 0.90
H -0.39 3.69 1.92
H -0.37 2.85 0.38
H 0.79 4.15 0.69
H -0.04 1.53 2.98
C 0.81 -3.23 3.83
C 1.50 -1.99 3.25
C 2.01 -1.32 4.51
O 2.29 -2.32 5.44
C 1.73 -3.58 4.99
H 0.69 -4.04 3.12
H -0.18 -2.96 4.20
H 2.33 -2.30 2.62
H 0.84 -1.36 2.66
H 1.26 -0.65 4.95
H 2.96 -0.73 4.34
H 2.55 -4.22 4.67
H 1.21 -4.06 5.81
Cl 4.01 0.90 4.30
Ca 3.37 -1.49 -2.11
N 4.29 -6.01 -1.05
O 4.90 -4.96 -1.27
O 4.69 -7.06 -1.51
O 3.27 -5.98 -0.35
Cl 4.98 2.02 6.03
Al 2.60 1.43 6.63
```

The following is a DFT calculation (the ωB97M-V functional and the def2-TZVPD basis) of the molecule C7H9NO2S.

For the largest force on an atom, the calculation gives 4.81 eV Å⁻¹. The calculation puts the orbital gap at 9.4 eV. The molar mass is 171.22 g mol⁻¹. The value obtained for the total energy is -23821.83279 eV.

```
20
C7H9NO2S (the ωB97M-V functional and the def2-TZVPD basis)
C -1.93 1.91 0.33
C -2.74 0.91 0.34
C 1.32 0.34 1.06
C -0.53 2.01 0.32
C 0.86 -1.19 0.83
C -0.35 -0.53 0.17
C 1.87 -2.16 0.17
N 0.19 0.75 0.50
O 2.20 0.92 1.62
O -2.96 -1.74 -0.30
S -2.36 -0.79 0.72
H -2.49 2.81 0.34
H -3.86 1.03 0.30
H -0.11 2.41 -0.64
H -0.14 2.76 1.07
H 0.63 -1.58 1.72
H -0.41 -0.58 -0.86
H 2.09 -2.07 -0.83
H 1.53 -3.29 0.35
H 2.79 -2.01 0.77
```

The following is a DFT calculation (the ωB97M-V functional and the def2-TZVPD basis) of a structure of composition C31H46N7O3PY.

For the largest force on an atom, the calculation gives 2.06 eV Å⁻¹. Its total charge is +3. The calculation puts the orbital gap at 6.5 eV. The molar mass is 684.64 g mol⁻¹. The value obtained for the total energy is -59775.79164 eV.

```
89
C31H46N7O3PY (the ωB97M-V functional and the def2-TZVPD basis)
Y 2.78 1.04 17.74
C 2.75 0.38 20.93
C 1.75 -0.73 20.51
C 0.52 -0.19 19.80
C -0.69 0.00 20.49
C -1.86 0.23 19.74
C -1.73 0.38 18.35
C -0.48 0.29 17.78
N 0.65 0.13 18.51
N 3.95 0.51 20.00
C 4.73 -0.78 19.97
C 4.79 -1.43 18.58
C 5.66 -2.54 18.44
C 5.53 -3.40 17.35
C 4.52 -3.12 16.39
C 3.65 -2.07 16.62
N 3.91 -1.11 17.60
C 4.81 1.64 20.47
C 4.50 2.98 19.85
C 5.09 4.08 20.49
C 4.99 5.37 19.93
C 4.24 5.50 18.74
C 3.64 4.39 18.19
N 3.74 3.13 18.72
H 3.09 0.22 21.98
H 2.22 1.36 20.94
H 1.40 -1.20 21.46
H 2.23 -1.51 19.87
H -0.72 -0.15 21.60
H -2.81 0.34 20.25
H -2.64 0.56 17.76
H -0.33 0.42 16.72
H 4.38 -1.50 20.75
H 5.80 -0.53 20.23
H 6.48 -2.72 19.15
H 6.19 -4.28 17.26
H 4.42 -3.74 15.50
H 2.73 -1.91 16.04
H 5.87 1.39 20.19
H 4.68 1.68 21.59
H 5.63 3.92 21.43
H 5.53 6.23 20.36
H 4.13 6.43 18.21
H 2.98 4.51 17.33
C -0.03 4.08 20.83
O 0.58 3.55 19.66
C 0.10 4.26 18.52
C 0.05 3.34 17.31
O 1.37 2.81 16.93
C 1.71 3.04 15.54
C 3.23 2.98 15.25
O 3.84 1.89 15.98
C 5.13 1.35 15.67
H 0.31 5.12 21.00
H -1.14 4.09 20.84
H 0.32 3.48 21.68
H -0.94 4.62 18.67
H 0.75 5.13 18.31
H -0.60 2.46 17.52
H -0.39 3.87 16.42
H 1.20 2.24 14.98
H 1.31 4.01 15.25
H 3.41 2.82 14.17
H 3.68 3.94 15.55
H 5.21 1.12 14.59
H 5.94 2.04 16.03
H 5.19 0.44 16.26
C 1.35 -2.87 12.61
N 0.10 -2.68 13.35
C -0.80 -1.84 12.55
N -0.18 -0.57 12.27
C 1.06 -0.76 11.54
N 1.98 -1.58 12.29
C 2.52 -0.92 13.44
P 1.13 -0.42 14.62
C 0.34 -2.13 14.65
C -0.10 0.33 13.38
H 1.14 -3.41 11.69
H 2.01 -3.45 13.26
H -1.70 -1.70 13.11
H -1.02 -2.35 11.60
H 1.52 0.22 11.35
H 0.83 -1.27 10.58
H 3.03 -0.01 13.09
H 3.24 -1.56 13.97
H -0.60 -2.10 15.23
H 0.97 -2.87 15.20
H 0.21 1.31 13.02
H -1.09 0.48 13.82
```